{
  "formula": "C5H10O2",
  "method": "ωB97M-V/def2-TZVPD",
  "fmax_ha_per_bohr": 0.0071,
  "energy_ev": -9440.52525,
  "de_lowest_kcal_mol": 58.1,
  "smiles": "CO[C@H]1CO[C@H]1C",
  "elements": ["C", "O", "C", "C", "O", "C", "C", "H", "H", "H", "H", "H", "H", "H", "H", "H", "H"],
  "positions_angstrom": [[2.016, 1.121, -0.631], [0.710, 0.890, -0.166], [0.297, -0.437, -0.323], [0.309, -1.338, 0.923], [-1.096, -1.594, 0.794], [-1.227, -0.633, -0.273], [-2.027, 0.599, 0.097], [2.752, 0.463, -0.144], [2.075, 0.964, -1.718], [2.265, 2.160, -0.408], [0.768, -0.893, -1.204], [0.545, -0.786, 1.841], [0.906, -2.259, 0.882], [-1.653, -1.113, -1.163], [-2.024, 1.300, -0.745], [-3.063, 0.326, 0.324], [-1.592, 1.109, 0.960]],
  "atomic_forces_ev_per_a": [[0.300, 0.047, -0.094], [-0.069, -0.007, 0.020], [-0.020, -0.219, -0.118], [0.322, -0.018, 0.143], [-0.119, -0.044, 0.102], [-0.200, 0.182, -0.243], [-0.018, 0.008, 0.028], [-0.110, 0.121, -0.033], [0.037, 0.017, 0.120], [-0.024, -0.148, -0.024], [-0.061, 0.102, 0.113], [-0.017, -0.051, -0.093], [-0.125, 0.148, -0.022], [0.058, 0.061, 0.113], [-0.030, -0.096, 0.128], [0.148, -0.001, -0.037], [-0.071, -0.104, -0.102]]
}


{
  "formula": "C44H34BaBrCl2N9O2S2Se",
  "method": "ωB97M-V/def2-TZVPD",
  "total_charge": -2,
  "fmax_ha_per_bohr": 0.0103,
  "energy_ev": -246490.53228,
  "de_lowest_kcal_mol": 0.0,
  "elements": ["Ba", "Cl", "C", "C", "C", "N", "C", "O", "C", "C", "C", "C", "C", "N", "C", "C", "C", "Cl", "N", "C", "O", "C", "C", "C", "C", "C", "N", "H", "H", "H", "H", "H", "H", "H", "H", "H", "H", "S", "C", "C", "C", "C", "C", "C", "C", "C", "C", "N", "H", "H", "H", "H", "H", "H", "Br", "C", "C", "C", "C", "C", "N", "H", "H", "H", "H", "N", "C", "N", "S", "H", "H", "H", "H", "Se", "C", "C", "C", "C", "C", "C", "H", "H", "H", "H", "H", "C", "C", "C", "N", "C", "C", "H", "H", "H", "H", "H"],
  "positions_angstrom": [[0.076, -0.220, 0.915], [-4.827, -5.862, 0.453], [-3.485, -4.853, -0.022], [-3.492, -3.515, 0.342], [-2.453, -2.659, -0.025], [-2.420, -1.352, 0.415], [-3.138, -0.318, 0.032], [-3.125, 0.747, 0.681], [-3.900, -0.278, -1.309], [-4.052, -1.367, -2.171], [-4.661, -1.182, -3.401], [-5.103, 0.081, -3.752], [-4.916, 1.103, -2.833], [-4.340, 0.936, -1.650], [-1.350, -3.180, -0.748], [-1.367, -4.527, -1.102], [-2.419, -5.359, -0.745], [-2.358, -7.039, -1.214], [-0.273, -2.325, -1.000], [0.352, -2.454, -2.165], [0.044, -3.148, -3.153], [1.612, -1.608, -2.304], [2.427, -1.832, -3.410], [3.612, -1.128, -3.523], [3.951, -0.225, -2.527], [3.071, -0.052, -1.471], [1.918, -0.713, -1.364], [-4.316, -3.119, 0.920], [-3.685, -2.345, -1.911], [-4.769, -2.021, -4.078], [-5.572, 0.279, -4.708], [-5.243, 2.113, -3.064], [-0.547, -4.932, -1.675], [2.101, -2.560, -4.138], [4.269, -1.289, -4.370], [4.876, 0.335, -2.553], [3.299, 0.632, -0.663], [5.129, -1.579, 2.290], [5.282, 0.110, 2.068], [4.071, 0.697, 1.847], [2.924, -0.177, 1.833], [3.381, -1.449, 2.069], [2.578, -2.674, 2.140], [3.151, -3.950, 2.257], [2.339, -5.064, 2.306], [0.961, -4.910, 2.241], [0.471, -3.622, 2.128], [1.243, -2.539, 2.081], [6.253, 0.583, 2.127], [4.005, 1.772, 1.699], [4.227, -4.055, 2.295], [2.778, -6.052, 2.387], [0.284, -5.753, 2.261], [-0.598, -3.446, 2.062], [1.612, 3.146, 2.853], [1.806, 3.436, 1.001], [2.436, 4.601, 0.580], [2.587, 4.804, -0.776], [2.111, 3.842, -1.653], [1.496, 2.724, -1.126], [1.339, 2.508, 0.185], [2.776, 5.321, 1.310], [3.058, 5.708, -1.142], [2.195, 3.955, -2.725], [1.105, 1.952, -1.772], [-2.503, 3.327, -0.150], [-1.835, 4.325, 0.412], [-1.629, 4.250, 1.738], [-1.271, 5.655, -0.501], [-2.833, 2.485, 0.337], [-2.650, 3.349, -1.141], [-1.740, 3.368, 2.247], [-0.991, 4.923, 2.123], [-1.553, 1.065, 3.627], [-0.222, 1.353, 4.958], [-0.335, 2.380, 5.904], [0.652, 2.605, 6.855], [1.791, 1.811, 6.893], [1.923, 0.787, 5.962], [0.934, 0.560, 5.017], [-1.216, 3.012, 5.878], [0.531, 3.414, 7.568], [2.566, 1.992, 7.629], [2.810, 0.163, 5.955], [1.071, -0.229, 4.287], [-1.433, 1.275, -5.283], [-1.291, 2.503, -4.650], [-1.130, 2.528, -3.274], [-1.117, 1.425, -2.521], [-1.271, 0.256, -3.137], [-1.422, 0.126, -4.513], [-1.551, 1.219, -6.359], [-1.300, 3.431, -5.207], [-1.000, 3.471, -2.745], [-1.269, -0.623, -2.504], [-1.518, -0.863, -4.940]],
  "atomic_forces_ev_per_a": [[0.035, 0.501, 0.174], [0.000, -0.005, 0.000], [-0.020, 0.024, 0.018], [0.010, -0.042, -0.008], [-0.028, -0.003, -0.006], [-0.066, -0.195, -0.054], [0.039, 0.048, 0.057], [0.170, 0.084, -0.030], [-0.019, -0.018, 0.007], [-0.023, 0.004, -0.012], [-0.004, 0.010, 0.004], [-0.004, -0.002, -0.013], [0.001, -0.002, 0.019], [-0.012, 0.016, -0.022], [-0.014, 0.020, -0.008], [-0.011, -0.032, 0.001], [0.027, 0.016, -0.008], [-0.001, -0.006, -0.001], [-0.051, -0.135, -0.135], [-0.005, 0.036, 0.036], [0.009, -0.013, -0.026], [-0.018, -0.002, -0.001], [0.032, 0.019, 0.007], [-0.015, -0.020, -0.023], [0.003, 0.012, 0.026], [-0.005, 0.003, 0.005], [0.024, -0.072, -0.022], [0.002, 0.005, 0.004], [0.008, 0.000, 0.029], [-0.004, 0.003, -0.006], [0.001, -0.006, -0.001], [0.001, 0.005, -0.001], [-0.008, -0.002, 0.003], [-0.002, -0.002, 0.001], [0.000, 0.001, 0.000], [0.002, -0.003, -0.004], [0.002, 0.003, 0.004], [0.076, 0.026, 0.008], [-0.028, -0.021, 0.002], [-0.026, 0.012, -0.006], [0.085, -0.071, 0.045], [-0.127, -0.025, -0.011], [0.021, 0.008, 0.005], [-0.012, -0.016, 0.001], [0.018, 0.000, 0.000], [-0.029, 0.005, 0.002], [0.006, 0.001, -0.011], [-0.050, -0.032, -0.004], [0.005, -0.002, 0.000], [-0.007, -0.003, -0.002], [0.002, 0.000, -0.001], [0.004, 0.002, -0.001], [0.005, -0.005, 0.001], [-0.005, 0.001, -0.003], [-0.066, -0.020, 0.022], [0.034, 0.027, -0.044], [0.007, 0.017, 0.010], [-0.011, -0.004, -0.008], [-0.003, 0.017, -0.004], [-0.028, -0.080, -0.005], [0.014, 0.175, 0.037], [0.004, -0.002, 0.002], [0.000, 0.000, -0.001], [-0.001, 0.002, -0.001], [-0.021, 0.001, -0.014], [-0.200, -0.101, 0.059], [0.061, 0.005, -0.038], [0.035, -0.092, 0.050], [0.013, -0.035, 0.013], [0.099, -0.057, -0.088], [-0.009, 0.041, -0.004], [0.014, 0.035, -0.029], [-0.005, -0.008, 0.014], [0.010, 0.013, -0.024], [0.068, -0.046, 0.019], [-0.009, 0.006, -0.006], [-0.004, 0.009, -0.004], [0.003, -0.011, -0.005], [-0.005, 0.008, 0.006], [-0.025, 0.013, -0.022], [-0.001, 0.002, 0.003], [0.000, 0.002, 0.001], [0.001, 0.003, 0.000], [0.003, 0.004, 0.000], [0.005, -0.002, 0.004], [0.001, 0.008, 0.006], [-0.011, 0.005, -0.024], [-0.005, -0.003, 0.087], [0.005, -0.051, -0.051], [0.021, -0.005, -0.005], [0.009, 0.000, 0.034], [0.002, 0.001, 0.000], [0.001, -0.003, -0.006], [0.006, 0.000, -0.007], [-0.002, -0.008, -0.001], [-0.004, 0.009, -0.019]]
}